{
  "formula": "C38H40BN7O2",
  "method": "ωB97M-V/def2-TZVPD",
  "e_above_lowest_kcal_mol": 0.0,
  "gap_ha": 0.2901,
  "smiles": "CCc1c(B(O)O)c(CCCCn2cccc2)cc2ncc(-c3ccncc3)nc12.c1ccncc1.c1ccncc1.c1ccncc1",
  "largest_force_ev_per_a": 2.9,
  "energy_ev": -55258.34150,
  "e_homo_ev": -8.40,
  "symbols": ["O", "O", "N", "N", "N", "N", "N", "N", "N", "C", "C", "C", "C", "C", "C", "C", "C", "C", "C", "C", "C", "C", "C", "C", "C", "C", "C", "C", "C", "C", "C", "C", "C", "C", "C", "C", "C", "C", "C", "C", "C", "C", "C", "C", "C", "C", "C", "B", "H", "H", "H", "H", "H", "H", "H", "H", "H", "H", "H", "H", "H", "H", "H", "H", "H", "H", "H", "H", "H", "H", "H", "H", "H", "H", "H", "H", "H", "H", "H", "H", "H", "H", "H", "H", "H", "H", "H", "H"],
  "xyz": [[-0.978, -6.032, -0.291], [-1.547, -4.326, 1.280], [-4.625, -1.398, -1.647], [3.287, 6.758, -0.878], [-1.557, -8.473, 2.021], [2.398, -0.912, -0.305], [2.160, -0.942, -3.202], [5.792, 2.805, 0.656], [0.484, 8.511, 1.699], [-4.028, -1.740, -2.936], [3.946, 0.930, -0.483], [0.100, 8.245, 2.949], [3.512, 9.064, -0.239], [-1.691, -7.212, 2.442], [1.800, -3.865, 1.900], [5.875, 1.501, 0.935], [2.918, -0.117, -2.520], [4.315, 6.936, -1.716], [-4.842, -0.361, 0.336], [-2.622, -2.390, -2.641], [4.790, 3.128, -0.143], [-2.952, -9.163, 3.847], [-3.079, -7.849, 4.269], [4.987, 0.589, 0.382], [-2.182, -9.418, 2.724], [3.033, -0.077, -1.095], [1.469, -1.781, -2.367], [2.906, 7.819, -0.158], [-5.896, -1.342, 0.200], [-0.454, 8.951, 0.859], [0.577, -2.716, -2.956], [-2.437, -6.851, 3.555], [-0.048, -3.629, -0.769], [0.820, -2.719, -0.186], [0.961, -2.677, 1.336], [-5.713, -1.933, -1.025], [4.987, 8.139, -1.868], [-1.779, 9.143, 1.214], [4.574, 9.223, -1.111], [-4.113, -0.450, -0.822], [-1.199, 8.400, 3.406], [3.851, 2.311, -0.752], [1.587, -1.790, -0.969], [-1.112, -4.504, -3.002], [-0.159, -3.588, -2.220], [-2.156, 8.860, 2.516], [-2.381, -3.678, -3.459], [-0.885, -4.670, 0.091], [4.604, 6.062, -2.291], [-0.112, 9.156, -0.151], [-1.186, -6.474, 1.850], [0.884, 7.891, 3.610], [-6.317, -2.720, -1.470], [-4.679, -2.443, -3.468], [-3.672, -7.607, 5.143], [-3.234, 0.170, -0.995], [-1.439, -5.364, -2.415], [1.469, -1.759, 1.661], [5.115, -0.469, 0.633], [-1.887, -1.642, -2.971], [2.846, -3.531, 1.957], [3.157, 9.886, 0.369], [3.069, 2.699, -1.406], [-2.546, -2.549, -1.557], [-2.222, -3.391, -4.513], [5.074, 10.180, -1.203], [-3.288, -4.303, -3.454], [-6.690, -1.617, 0.887], [4.682, 4.223, -0.363], [0.463, -2.703, -4.044], [6.676, 1.140, 1.584], [3.509, 0.606, -3.093], [-3.439, -9.971, 4.377], [-2.496, 9.505, 0.490], [1.449, -4.149, 2.903], [-0.536, -4.839, -3.876], [1.734, -4.748, 1.249], [-2.511, -5.814, 3.852], [5.813, 8.223, -2.561], [-3.877, -0.824, -3.523], [-1.453, 8.167, 4.431], [2.073, 7.653, 0.515], [-3.182, 8.995, 2.834], [-1.929, -6.157, -0.432], [-4.676, 0.277, 1.198], [-0.028, -2.624, 1.805], [-2.051, -10.432, 2.358], [-1.860, -3.413, 1.220]],
  "mulliken_charge": [-0.56, -0.66, 0.24, -0.45, -0.39, -0.39, -0.68, -0.61, -0.30, -0.93, 0.22, -0.27, -0.49, -0.41, -1.17, -0.34, -0.58, -0.12, -0.56, 0.35, -0.13, -0.37, -0.28, -0.37, -0.24, 0.43, 0.09, -0.22, -0.60, 0.04, -0.06, -0.68, 0.31, 0.64, -0.97, -0.25, -0.53, -0.71, -0.27, -0.43, -0.53, -0.56, 0.41, -1.74, 0.11, -0.13, -0.80, 0.84, 0.38, 0.35, 0.96, 0.38, 0.35, 0.36, 0.38, 0.35, 0.06, 0.43, 0.37, 0.10, 0.37, 0.38, 0.46, 0.09, 0.28, 0.37, 0.52, 0.40, 0.45, 0.47, 0.36, 0.51, 0.36, 0.35, 0.29, 0.49, 0.29, 0.36, 0.36, 0.29, 0.35, 0.70, 0.36, 0.33, 0.44, 0.28, 0.37, 0.34]
}

---

{
  "formula": "C38H40I2InN4O6Sb",
  "method": "ωB97M-V/def2-TZVPD",
  "e_above_lowest_kcal_mol": 3.1,
  "gap_ha": 0.2710,
  "largest_force_ev_per_a": 0.5,
  "energy_ev": -86216.07003,
  "e_homo_ev": -7.33,
  "symbols": ["I", "I", "Sb", "In", "O", "O", "O", "O", "O", "O", "N", "N", "N", "N", "C", "C", "C", "C", "C", "C", "C", "C", "C", "C", "C", "C", "C", "C", "C", "C", "C", "C", "C", "C", "C", "C", "C", "C", "C", "C", "C", "C", "C", "C", "C", "C", "C", "C", "C", "C", "C", "C", "H", "H", "H", "H", "H", "H", "H", "H", "H", "H", "H", "H", "H", "H", "H", "H", "H", "H", "H", "H", "H", "H", "H", "H", "H", "H", "H", "H", "H", "H", "H", "H", "H", "H", "H", "H", "H", "H", "H", "H"],
  "xyz": [[-2.397, 3.819, 0.478], [1.930, 6.115, 3.892], [2.296, -2.535, 1.528], [0.490, -0.416, 0.658], [-0.187, 1.551, 0.229], [2.602, -0.471, -0.889], [-0.127, -2.263, -0.244], [1.478, 1.006, 5.012], [0.396, -0.118, 2.959], [-0.029, -0.106, -1.863], [-1.582, -0.621, 1.518], [3.989, -0.017, -2.573], [-1.829, 0.275, 2.542], [2.176, 1.235, 1.391], [-2.624, -4.106, -2.078], [-1.717, -0.175, -3.573], [-3.407, -0.557, -7.507], [1.452, -4.481, 1.452], [3.356, 3.191, 2.952], [1.528, 2.400, 1.617], [2.064, 3.417, 2.431], [0.349, 2.809, 6.003], [-1.192, -0.020, -2.213], [1.262, 4.561, 2.671], [-2.527, -2.233, -0.017], [-1.412, -3.591, -1.674], [0.368, 1.768, 5.074], [-1.445, -0.510, -5.934], [2.504, 1.743, -1.818], [4.012, 2.025, 2.675], [-1.849, 2.390, 4.373], [0.610, -0.473, -4.537], [-0.483, 3.648, 1.270], [-0.755, 3.629, 6.103], [-0.726, 0.499, 3.200], [-0.878, -0.382, -4.674], [-3.637, -0.248, -5.025], [3.366, 1.051, 1.897], [3.008, 0.332, -1.717], [-1.865, 3.425, 5.287], [2.853, -2.570, 3.591], [-4.072, 0.074, -2.598], [-2.817, -0.442, -6.131], [4.214, -2.974, 0.706], [0.020, 4.659, 2.107], [-3.744, -2.786, -0.441], [-0.743, 1.550, 4.246], [-3.811, -3.715, -1.456], [0.232, 2.503, 0.998], [-3.114, -0.118, -3.747], [-1.315, -2.663, -0.618], [-2.586, -1.269, 1.064], [-0.595, 5.525, 2.304], [-5.094, -0.063, -2.945], [-0.751, 4.441, 6.819], [2.178, -5.210, 1.805], [-1.947, 0.179, -1.438], [3.812, 3.943, 3.581], [3.844, 0.099, 1.686], [1.221, 2.955, 6.625], [-4.711, -0.211, -5.159], [-3.995, 1.078, -2.178], [1.007, 0.414, -4.050], [-3.557, -1.083, 1.529], [0.900, -1.322, -3.917], [4.996, 1.831, 3.076], [4.096, -3.353, -0.306], [4.313, 0.612, -3.284], [1.322, 0.379, 4.262], [-4.651, -2.459, 0.053], [0.574, -4.494, 2.094], [1.142, -4.705, 0.436], [1.448, 1.767, -1.562], [1.977, -2.341, 4.194], [-0.795, -0.670, -6.786], [3.048, 2.353, -1.094], [-3.691, 0.428, -7.883], [4.819, -2.071, 0.675], [-4.305, -1.173, -7.498], [1.067, -0.575, -5.521], [-0.489, -3.894, -2.153], [3.620, -1.826, 3.799], [-2.689, 2.217, 3.714], [-2.652, -4.824, -2.888], [-4.761, -4.127, -1.766], [-2.726, 4.073, 5.361], [2.661, 2.162, -2.810], [-2.697, -0.991, -8.208], [4.344, -0.958, -2.545], [-3.899, -0.640, -1.791], [3.230, -3.559, 3.845], [4.701, -3.724, 1.325]],
  "mulliken_charge": [-0.01, 0.03, 0.95, 1.44, -0.39, 0.24, -0.11, -0.75, -0.43, 0.09, 0.57, -0.37, -1.06, 1.01, -0.60, 0.06, -1.48, -1.25, -0.94, -0.10, 0.92, -0.68, -0.02, 0.07, 0.80, -0.42, 0.66, -1.11, -0.97, -1.34, -0.67, -0.93, -0.04, -0.40, 0.68, 0.26, -1.13, -0.54, 0.27, -0.78, -1.34, -1.41, 0.60, -1.29, -0.21, -0.37, 0.10, -0.79, -0.78, 1.52, -0.26, -0.86, 0.38, 0.38, 0.42, 0.41, 0.27, 0.24, 0.31, 0.47, 0.39, 0.34, -0.03, 0.36, 0.22, 0.45, 0.35, 0.20, 0.24, 0.41, 0.37, 0.32, -0.10, 0.36, 0.33, 0.37, 0.30, 0.35, 0.38, 0.48, 0.47, 0.38, 0.45, 0.42, 0.41, 0.42, 0.50, 0.37, 0.24, 0.05, 0.47, 0.40]
}